{"formula": "C31H70F9MgO23S3", "method": "wB97M-V/def2-TZVPD", "energy_ha": -5246.4658, "homo_lumo_gap_ev": 2.3, "fmax_ev_per_a": 3.768, "homo_ev": -6.878, "charge": -1, "molar_mass_g_mol": 1102.4, "symbols": ["Mg", "C", "F", "F", "F", "S", "O", "O", "O", "C", "F", "F", "F", "S", "O", "O", "O", "C", "F", "F", "F", "S", "O", "O", "O", "C", "O", "C", "C", "O", "C", "H", "H", "H", "H", "H", "H", "H", "H", "H", "H", "C", "O", "C", "C", "O", "C", "H", "H", "H", "H", "H", "H", "H", "H", "H", "H", "C", "O", "C", "C", "O", "C", "H", "H", "H", "H", "H", "H", "H", "H", "H", "H", "C", "O", "C", "C", "O", "C", "H", "H", "H", "H", "H", "H", "H", "H", "H", "H", "C", "O", "C", "C", "O", "C", "H", "H", "H", "H", "H", "H", "H", "H", "H", "H", "C", "O", "C", "C", "O", "C", "H", "H", "H", "H", "H", "H", "H", "H", "H", "H", "C", "O", "C", "C", "O", "C", "H", "H", "H", "H", "H", "H", "H", "H", "H", "H"], "coordinates": [[-1.989967, 4.562272, 0.335055], [-7.466596, 0.999814, 3.740751], [-6.511188, 0.723285, 4.635703], [-7.608810, -0.059794, 2.982863], [-8.674182, 1.181117, 4.337720], [-6.976590, 2.541233, 2.691579], [-7.743699, 2.416449, 1.436873], [-7.452133, 3.772224, 3.341544], [-5.514703, 2.510353, 2.511604], [1.854091, -1.302528, 0.664656], [2.524060, -2.302082, 0.090966], [0.664108, -1.816006, 1.016981], [2.527327, -0.882820, 1.778676], [1.682346, 0.095376, -0.594829], [1.233860, -0.617246, -1.793898], [0.611859, 0.915935, -0.079493], [2.958318, 0.796387, -0.680173], [-3.927707, 3.913916, -6.478161], [-4.794829, 4.163309, -7.447589], [-3.977732, 2.618493, -6.114342], [-2.637938, 4.386773, -6.712845], [-4.494909, 4.971629, -4.991967], [-5.857400, 4.587464, -4.720118], [-3.664537, 4.551188, -3.853013], [-4.418334, 6.411375, -5.333325], [0.051816, -0.837322, -10.659042], [0.068348, -0.482132, -12.096548], [-0.137824, 0.904142, -12.214732], [-0.409225, 1.201880, -13.730041], [0.727780, 1.022711, -14.597326], [1.092288, 2.307606, -15.216284], [0.511685, -1.818171, -10.538409], [-0.979788, -0.881283, -10.309807], [0.426021, -0.097726, -9.951181], [0.593283, 1.579215, -11.769918], [-1.071763, 1.108883, -11.691339], [-0.697825, 2.252975, -13.734777], [-1.219148, 0.697565, -14.257090], [2.005636, 2.187299, -15.798878], [1.269390, 3.052698, -14.440677], [0.215945, 2.599812, -15.794851], [-5.291749, 1.218656, 9.943168], [-3.904270, 0.684715, 9.930331], [-3.800193, -0.622537, 10.638001], [-2.478794, -1.339696, 10.270340], [-2.017385, -1.093201, 8.903053], [-1.168044, -2.173376, 8.591154], [-5.951508, 0.572452, 9.364154], [-5.076778, 2.171326, 9.459110], [-5.732788, 1.285063, 10.937730], [-4.684814, -1.235920, 10.466829], [-3.722468, -0.370519, 11.695601], [-2.693257, -2.385240, 10.491542], [-1.668681, -1.152143, 10.975060], [-1.515931, -3.180868, 8.819322], [-0.150589, -2.083271, 8.971621], [-1.093591, -2.009595, 7.516106], [1.438399, 6.707069, -0.855551], [1.113775, 6.224417, 0.427033], [1.994448, 6.694888, 1.472874], [1.951309, 5.605208, 2.613791], [0.691408, 5.093445, 2.678449], [0.404110, 4.632476, 4.057988], [2.482665, 6.492080, -1.082229], [1.351050, 7.793570, -0.855850], [0.874326, 6.113029, -1.574610], [1.624288, 7.664776, 1.805136], [3.048108, 6.901985, 1.285747], [2.261133, 6.127258, 3.519101], [2.638558, 4.813514, 2.315457], [1.131149, 3.920544, 4.448724], [-0.492737, 4.021147, 3.957818], [0.261723, 5.386761, 4.831860], [10.231452, 4.640670, -0.926392], [10.257086, 5.389030, -2.185294], [9.155720, 5.081135, -3.153555], [9.226797, 3.693871, -3.755075], [10.221060, 3.469058, -4.702427], [11.493742, 3.275797, -4.088661], [9.478248, 5.109225, -0.292957], [11.104476, 4.866305, -0.314020], [10.149529, 3.553992, -0.949309], [8.916037, 5.870881, -3.865554], [8.253792, 4.933619, -2.559527], [8.261631, 3.595844, -4.252015], [9.074569, 2.919038, -3.003697], [12.087732, 2.774498, -4.852849], [11.421547, 2.713504, -3.157689], [11.886964, 4.253558, -3.810325], [-4.891661, -8.794621, 7.272637], [-5.991254, -8.047216, 7.275760], [-6.726546, -8.148656, 6.032654], [-6.088609, -7.609022, 4.747780], [-5.031989, -8.559636, 4.411886], [-4.381164, -8.125307, 3.212955], [-4.964325, -9.853933, 7.026270], [-4.457710, -8.710937, 8.269019], [-4.284323, -8.417933, 6.449629], [-7.535690, -7.452673, 6.253997], [-6.952440, -9.204085, 5.880549], [-5.615169, -6.654695, 4.978475], [-6.892214, -7.608158, 4.011348], [-5.066367, -8.214310, 2.369956], [-3.425421, -8.613148, 3.021481], [-4.056574, -7.088453, 3.300643], [9.664724, -5.824451, 4.395993], [9.789007, -4.909452, 3.361551], [8.910856, -3.791630, 3.621946], [9.111743, -2.593000, 2.606735], [10.404284, -1.939744, 2.603614], [11.584077, -2.639079, 2.287741], [10.400711, -6.627569, 4.358509], [8.639028, -6.192955, 4.380077], [10.023058, -5.398486, 5.333132], [9.275141, -3.351010, 4.549978], [7.842021, -4.000889, 3.665587], [8.317906, -1.867488, 2.784425], [9.032439, -2.949423, 1.579712], [11.878731, -3.479241, 2.916546], [12.376730, -1.905531, 2.140429], [11.551332, -2.952655, 1.244331], [-9.014847, -0.111735, -4.652897], [-9.223477, 0.080008, -3.352622], [-9.360230, -1.150578, -2.691184], [-8.183704, -2.083211, -2.732210], [-7.129659, -1.287072, -2.259653], [-5.817581, -1.875323, -2.280916], [-9.006172, 0.737944, -5.335592], [-9.960662, -0.535011, -4.991076], [-8.106545, -0.664021, -4.893852], [-10.155782, -1.712259, -3.180796], [-9.578591, -0.925837, -1.647195], [-7.897931, -2.497441, -3.699090], [-8.300601, -2.921755, -2.045724], [-5.717010, -2.506875, -3.163600], [-5.778749, -2.459808, -1.361692], [-5.043378, -1.115944, -2.171079]], "forces_ev_per_angstrom": [[0.4, -0.3, -0.1], [-0.3, 1.0, -0.1], [-0.5, 0.3, 0.2], [0.2, -0.6, -0.8], [1.1, 0.3, 0.1], [-0.8, 2.4, -2.0], [1.0, -1.1, 1.2], [0.7, -1.5, 0.8], [-1.0, -0.7, 0.5], [0.2, 0.6, -0.4], [0.5, 0.0, 0.3], [0.3, 0.5, 0.3], [-0.7, -0.6, -0.7], [-0.3, 0.0, -1.7], [0.9, 0.1, 1.0], [-0.6, 0.6, 1.0], [-0.5, -1.0, 0.4], [0.0, 1.9, 2.9], [1.0, -0.5, -0.6], [0.7, 1.0, -1.0], [-1.8, -1.6, -0.7], [-0.6, 1.9, 1.4], [-0.6, -0.7, -0.7], [0.7, 0.1, -0.7], [0.8, -2.2, -0.2], [-0.8, -0.1, -1.1], [1.1, 0.0, 2.6], [-1.7, -0.8, -2.1], [1.0, 0.8, 0.2], [0.5, 1.4, 0.2], [-0.7, -1.4, 1.0], [0.1, 0.3, 0.0], [-0.4, -0.4, -0.3], [1.0, 0.2, -0.5], [0.6, -0.3, -0.2], [-0.4, 0.4, 0.0], [-0.1, 0.3, -0.1], [-0.2, -0.6, 0.9], [-0.3, -0.2, -0.1], [0.1, 0.1, 0.1], [0.3, 0.3, -0.4], [2.2, -0.8, -0.4], [-1.5, -1.6, 1.1], [1.0, 2.3, -0.9], [-0.6, 0.7, -0.5], [-1.1, -1.4, 2.9], [0.6, 0.8, -2.0], [0.1, 0.1, -0.3], [-0.9, 0.1, 0.2], [0.3, 0.3, 0.2], [0.0, 0.0, -0.3], [-0.3, -0.3, 0.3], [0.0, -0.5, -0.7], [0.1, 0.7, 0.0], [-0.5, 0.1, 0.0], [0.1, 0.2, 0.5], [0.4, -0.8, -0.2], [0.9, -0.2, 0.2], [0.9, -0.2, 0.6], [-1.2, -0.8, 1.1], [1.3, 1.9, -2.1], [-2.1, -0.8, 2.9], [-0.5, -1.0, -1.2], [0.2, -0.1, 0.0], [-0.5, 0.1, -0.6], [-0.4, 0.6, -0.1], [-0.4, 0.0, 0.3], [0.1, -0.5, -1.1], [0.1, -0.2, 0.3], [0.4, -0.1, 0.3], [0.5, 0.1, -0.4], [-0.2, 0.3, 0.1], [0.0, 0.6, -0.5], [-0.4, 1.5, -0.2], [-0.5, -0.8, -0.6], [0.3, -1.4, 2.6], [-1.1, 0.7, -0.8], [0.2, -0.6, 0.5], [-0.3, 0.6, -0.5], [-0.7, -0.5, -0.1], [0.6, 0.1, -0.8], [-0.3, 0.1, -0.5], [1.0, 0.2, 0.1], [-0.4, 0.6, 0.4], [-0.1, 0.1, -0.6], [1.0, -0.2, 0.4], [0.3, 0.0, 0.4], [0.0, -0.4, -0.1], [0.4, 0.0, -0.1], [3.2, -0.8, -0.2], [-3.4, 1.2, -1.1], [0.4, 1.1, 0.9], [1.3, -1.9, 1.7], [-0.3, 1.0, -1.1], [0.1, 0.4, 0.3], [-0.8, -0.5, 0.1], [0.4, 0.0, -0.2], [1.1, -0.1, 0.6], [-0.7, -0.7, -0.3], [-0.6, 0.0, 0.0], [-0.3, 0.3, -0.5], [0.2, 0.4, -0.4], [0.1, -0.1, -0.2], [-0.4, -0.8, 0.2], [-0.4, 0.4, 0.1], [0.6, -0.5, 0.6], [-0.7, 1.2, -0.9], [2.0, 1.8, -0.8], [1.4, -1.9, -0.7], [-0.9, 0.4, 1.6], [-0.1, 0.2, -1.5], [-0.2, -0.3, -1.1], [0.0, -0.3, 0.7], [-0.9, 0.5, 0.5], [-0.4, -0.1, 0.6], [0.0, -0.5, 0.0], [0.4, 0.2, 0.2], [-0.6, -0.3, -0.1], [-0.2, 0.2, 0.2], [0.1, 0.3, 1.0], [-0.5, -0.9, -0.2], [-0.7, -0.3, -3.3], [0.6, 1.0, 3.0], [-0.7, -0.4, 0.0], [1.7, 0.6, 0.6], [1.5, 0.7, -0.2], [-1.5, -0.1, 0.9], [0.4, 1.0, 0.9], [0.1, -1.3, -0.9], [-0.1, -0.4, -0.1], [-0.7, 0.0, 0.2], [-0.1, 0.0, -0.1], [-0.4, 0.0, -0.4], [-0.6, -0.3, 0.1], [0.4, 0.0, -0.1], [0.4, -0.6, -0.1], [-0.3, 0.1, -0.5]]}